1.
# C3H10NO2

2 unconnected molecules or ions with the total composition C3H10NO2 (the ωB97M-V functional and the def2-TZVPD basis, the OMol25 dataset).

Results
**Total charge**: -1

Geometry (Å):
C -0.62 -0.68 0.60
N 0.10 -0.73 -0.67
C -0.58 0.10 -1.71
O -0.73 1.41 -1.41
C 0.24 -1.20 1.73
H -1.53 -1.29 0.51
H -0.95 0.34 0.82
H 1.00 -0.27 -0.51
H 0.03 -0.08 -2.62
H -1.55 -0.40 -1.88
H 0.59 -2.21 1.53
H 1.12 -0.56 1.84
H -0.31 -1.20 2.68
H 1.21 2.67 0.37
H 0.52 1.90 -0.84
O 1.46 2.19 -0.43

Löwdin population analysis, charges in e, atoms 1 to 5: -0.3465 -0.0868 -0.4909 -0.3088 -0.1267

2.
# C5H9O

A gas-phase ion, C5H9O (charge +1) (the ωB97M-V functional and the def2-TZVPD basis, the OMol25 dataset).

Results
**Total charge**: +1

Geometry (Å):
C 1.16 -1.93 0.25
C 1.68 1.47 -0.07
C 0.75 -0.67 -0.13
C -1.37 0.30 0.48
C -0.53 -0.17 -0.70
O 1.81 0.26 0.06
H 2.12 -1.87 0.84
H 0.67 -2.90 0.16
H 2.53 2.20 0.29
H 0.66 1.97 -0.53
H -0.74 0.54 1.49
H -2.01 -0.54 0.80
H -1.94 1.24 0.18
H -1.14 -0.97 -1.34
H -0.36 0.60 -1.33

Löwdin population analysis, charges in e, atoms 1 to 5: 0.1965 0.1685 -0.2824 -0.0956 -0.2184

3.
# C3H13N4

A molecular structure, C3H13N4 (the ωB97M-V functional and the def2-TZVPD basis, the OMol25 dataset).

Results
**<S²>**: 0.754
**2S+1**: 2
**Total charge**: +2

Geometry (Å):
N 2.88 -1.70 1.27
C 1.74 -2.15 0.66
N 0.70 -1.40 0.44
H 2.86 -0.69 1.36
H 3.73 -2.18 1.08
H 1.78 -3.10 0.12
H 0.00 -1.89 -0.09
H 0.50 -0.24 0.68
N -2.28 0.76 -1.95
C -1.86 0.72 -0.52
C -0.49 1.43 -0.40
N 0.22 1.05 0.84
H -2.36 1.70 -2.31
H -3.21 0.43 -2.03
H -1.66 -0.34 -0.26
H -2.50 1.26 0.16
H 0.12 1.10 -1.26
H -0.69 2.52 -0.43
H 1.02 1.67 1.01
H -0.50 1.04 1.60

Löwdin population analysis, charges in e, atoms 1 to 5: 0.1750 -0.1657 0.1062 0.1161 0.1238

4.
# C5H19N2O5

5 unconnected molecules or ions with the total composition C5H19N2O5 (the ωB97M-V functional and the def2-TZVPD basis, the OMol25 dataset).

Results
**Total charge**: -1

Geometry (Å):
C -1.49 -1.09 -1.43
O -0.89 0.12 -1.24
C -0.78 -2.26 -0.66
C -1.00 -2.50 0.89
C -0.80 -1.09 1.65
N 2.80 -0.63 0.88
C 1.65 -0.61 1.57
N 0.32 -0.32 1.15
H -1.37 -1.29 -2.54
H -2.62 -0.86 -1.15
H -0.96 -3.17 -1.33
H 0.30 -2.32 -0.82
H -2.04 -2.90 1.12
H -0.26 -3.12 1.24
H -1.77 -0.49 1.40
H -0.74 -1.34 2.76
H 2.65 -0.62 -0.10
H 1.75 -0.67 2.53
H 0.16 0.02 0.20
H -0.69 1.94 -1.75
H 0.63 2.04 -1.64
O 0.01 2.66 -1.50
H 1.63 -0.48 -2.46
H 0.66 0.09 -1.61
O 1.61 0.08 -1.68
H -2.49 1.16 -0.71
H -1.84 1.77 0.51
O -2.81 1.65 0.09
H 1.75 2.07 1.92
H 1.42 2.16 0.49
O 1.65 2.75 1.29

Löwdin population analysis, charges in e, atoms 1 to 5: -0.3749 -0.4129 -0.1859 -0.1631 -0.2005

5.
# C13H9Cl2O3S

A gas-phase ion, C13H9Cl2O3S (charge -1) (the ωB97M-V functional and the def2-TZVPD basis, the OMol25 dataset).

Results
**SMILES string**: COc1ccc(S[C@@]2(Cl)C=C([O-])C(Cl)=CC2=O)cc1
**Total charge**: -1

Geometry (Å):
Cl 2.44 0.47 3.03
C 0.75 0.25 2.80
C -0.09 1.31 2.75
C -1.51 1.18 2.49
O -2.28 2.12 2.34
C -2.06 -0.32 2.34
Cl -3.64 -0.49 3.20
C -1.16 -1.35 2.74
C 0.27 -1.19 2.67
O 1.05 -2.13 2.50
H 0.30 2.32 2.83
H -1.61 -2.31 2.93
C 2.59 -0.40 -3.74
O 1.70 0.69 -3.35
C 0.68 0.42 -2.48
C 0.00 1.51 -1.90
C -0.90 1.31 -0.88
C -1.24 0.00 -0.46
S -2.60 -0.36 0.59
C -0.55 -1.07 -1.04
C 0.36 -0.90 -2.07
H 3.41 0.11 -4.23
H 2.96 -0.95 -2.87
H 2.09 -1.08 -4.44
H 0.26 2.51 -2.24
H -1.36 2.16 -0.37
H -0.73 -2.08 -0.66
H 0.86 -1.75 -2.51

Löwdin population analysis, charges in e, atoms 1 to 5: 0.6971 -0.5661 -0.0670 -0.4506 0.0108

6.
# C35H26BN7O4RhS

A molecular structure, C35H26BN7O4RhS (the ωB97M-V functional and the def2-TZVPD basis, the OMol25 dataset).

Results
**<S²>**: 6.120
**2S+1**: 5
**Total charge**: +1

Geometry (Å):
Rh 0.15 0.37 -0.01
N -1.46 2.28 -3.55
C -0.60 1.82 -2.64
N -0.94 1.08 -1.64
C -2.32 0.75 -1.43
N -2.68 0.13 -0.36
N -1.66 -0.14 0.47
C -1.78 -0.92 1.56
C -0.60 -1.14 2.29
C -0.53 -1.88 3.48
C 0.67 -2.01 4.13
C 1.82 -1.41 3.60
C 1.71 -0.71 2.42
N 0.55 -0.57 1.77
C -3.28 1.17 -2.45
C -4.63 0.83 -2.40
C -5.50 1.27 -3.38
C -5.03 2.05 -4.44
C -3.69 2.39 -4.51
C -2.83 1.95 -3.51
H -1.11 2.84 -4.31
H 0.44 2.08 -2.76
H -2.74 -1.34 1.82
H -1.43 -2.33 3.88
H 0.73 -2.58 5.05
H 2.78 -1.50 4.08
H 2.58 -0.26 1.95
H -4.98 0.23 -1.57
H -6.55 1.00 -3.33
H -5.71 2.39 -5.21
H -3.32 2.99 -5.32
O 4.25 -0.92 0.33
S 3.74 -0.99 -1.04
O 2.35 -1.88 -1.08
N 1.97 1.07 -0.37
C 2.45 2.23 -0.02
C 3.77 2.71 -0.21
C 4.11 3.99 0.22
C 3.19 4.82 0.84
C 1.85 4.38 1.07
C 0.85 5.15 1.70
C -0.39 4.62 1.88
C -0.65 3.31 1.44
N 0.27 2.57 0.86
C 1.49 3.09 0.66
C 4.80 -2.15 -1.88
C 4.51 -2.48 -3.20
C 5.34 -3.37 -3.86
C 6.45 -3.90 -3.21
C 6.73 -3.55 -1.90
C 5.91 -2.66 -1.23
H 4.49 2.06 -0.68
H 5.12 4.34 0.07
H 3.48 5.81 1.16
H 1.08 6.16 2.03
H -1.18 5.18 2.35
H -1.62 2.85 1.59
H 3.64 -2.07 -3.69
H 5.12 -3.66 -4.89
H 7.09 -4.60 -3.73
H 7.60 -3.97 -1.40
H 6.10 -2.37 -0.20
O 1.55 -4.12 -1.45
B 2.28 -3.21 -0.72
O 2.87 -3.77 0.40
C 2.48 -5.10 0.36
C 2.79 -6.11 1.24
C 2.25 -7.36 0.95
C 1.45 -7.57 -0.17
C 1.15 -6.54 -1.05
C 1.68 -5.31 -0.76
H 3.41 -5.93 2.10
H 2.47 -8.19 1.61
H 1.06 -8.56 -0.36
H 0.53 -6.69 -1.92

Löwdin population analysis, charges in e, atoms 1 to 5: 1.1210 0.1236 -0.1345 -0.0062 -0.2713

7.
# C6H10

A single C6H10 molecule (the ωB97M-V functional and the def2-TZVPD basis, the OMol25 dataset).

Geometry (Å):
C 1.54 -0.03 0.40
C 0.06 0.03 0.05
C -0.34 0.17 -1.45
C -1.53 -0.73 -1.18
C -0.74 -1.30 -0.02
C -0.67 1.06 0.91
H 2.01 0.95 0.24
H 2.07 -0.77 -0.21
H 1.68 -0.30 1.45
H -0.50 1.14 -1.92
H 0.37 -0.40 -2.07
H -1.74 1.11 0.66
H -1.27 -1.70 0.84
H -0.09 -2.09 -0.43
H -0.25 2.06 0.76
H -0.59 0.81 1.97

Löwdin population analysis, charges in e, atoms 1 to 5: -0.0515 -0.5726 -0.1956 0.1062 -0.1954

8.
# C6H12NO3S2

A gas-phase ion, C6H12NO3S2 (charge -1) (the ωB97M-V functional and the def2-TZVPD basis, the OMol25 dataset).

Results
**SMILES string**: C=[S@@](=O)([O-])O[C@@H](CC)/N=C(/C)S
**Total charge**: -1

Geometry (Å):
C 0.21 0.98 0.37
C 0.35 2.65 -1.65
C -1.75 -1.56 2.25
C -0.48 1.72 -0.72
C -0.23 -1.35 -1.13
C -0.51 -0.90 1.83
N -0.68 0.14 1.07
O 1.48 0.36 0.13
O 2.35 -1.91 -0.33
O 1.98 -0.34 -2.17
S 1.11 -1.59 2.29
S 1.42 -0.95 -1.02
H 0.28 1.77 1.13
H 0.66 2.10 -2.56
H -0.39 3.43 -2.02
H 1.15 3.28 -1.21
H -2.05 -1.48 3.41
H -1.43 -2.57 1.93
H -2.44 -1.13 1.51
H -1.21 2.24 -0.14
H -0.83 0.82 -1.24
H -0.44 -1.66 -2.20
H -0.19 -2.30 -0.54
H 1.64 -1.74 1.01

Löwdin population analysis, charges in e, atoms 1 to 5: -0.4988 -0.0919 -0.1329 -0.2189 -0.2692

9.
# C23H47F3N4ORhS2

A molecular structure, C23H47F3N4ORhS2 (the ωB97M-V functional and the def2-TZVPD basis, the OMol25 dataset).

Results
**<S²>**: 6.018
**2S+1**: 5
**Total charge**: +1

Geometry (Å):
Rh 0.09 1.57 0.44
N 0.14 3.07 2.19
C 1.04 4.24 2.13
C 0.76 5.16 0.95
C 1.16 4.63 -0.42
N 0.27 3.53 -0.84
H -0.83 3.35 2.30
H 0.35 2.54 3.03
H 2.06 3.86 2.07
H 0.96 4.82 3.05
H 1.31 6.09 1.12
H -0.30 5.44 0.94
H 2.18 4.24 -0.39
H 1.13 5.44 -1.14
H 0.46 3.24 -1.79
H -0.71 3.83 -0.83
O -2.38 1.05 2.90
S -1.75 -0.15 2.28
C -1.43 -1.35 3.62
C -2.24 -2.61 3.33
C -3.52 -2.14 2.64
C -3.05 -1.19 1.55
H -1.81 -0.82 4.50
H -0.36 -1.50 3.73
H -2.43 -3.17 4.24
H -1.68 -3.27 2.65
H -4.15 -1.60 3.35
H -4.10 -2.96 2.23
H -3.80 -0.52 1.14
H -2.58 -1.73 0.72
C -5.24 1.58 0.29
C -4.25 2.43 -0.51
C -4.69 2.51 -1.98
C -4.18 3.84 0.10
C -2.90 1.85 -0.43
C -1.76 1.41 -0.33
H -6.23 2.04 0.24
H -4.95 1.53 1.34
H -5.32 0.58 -0.11
H -5.68 2.96 -2.04
H -4.73 1.52 -2.43
H -4.00 3.12 -2.56
H -5.17 4.30 0.08
H -3.50 4.48 -0.47
H -3.84 3.80 1.14
C 4.35 -5.19 -0.19
C 5.39 -4.19 -0.69
C 4.78 -2.86 -1.15
C 4.17 -2.07 0.00
N 3.57 -0.81 -0.43
C 2.33 -0.67 -0.89
S 1.77 0.94 -1.23
N 1.58 -1.74 -1.10
C 0.18 -1.77 -1.53
C -0.02 -2.67 -2.74
C 0.52 -2.12 -4.06
C 2.04 -2.13 -4.20
H 4.82 -6.14 0.07
H 3.60 -5.39 -0.97
H 3.83 -4.84 0.70
H 5.94 -4.62 -1.53
H 6.13 -3.99 0.09
H 4.01 -3.06 -1.91
H 5.53 -2.24 -1.63
H 4.94 -1.82 0.73
H 3.41 -2.64 0.55
H 4.05 0.06 -0.25
H 2.01 -2.64 -0.95
H -0.13 -0.75 -1.75
H -0.42 -2.12 -0.69
H -1.10 -2.84 -2.84
H 0.42 -3.66 -2.54
H 0.14 -1.10 -4.20
H 0.09 -2.71 -4.87
H 2.52 -1.39 -3.55
H 2.34 -1.90 -5.22
H 2.45 -3.11 -3.95
F 1.50 -0.87 1.75
C 1.35 0.46 1.96
F 0.95 0.56 3.26
F 2.61 0.99 1.94

Löwdin population analysis, charges in e, atoms 1 to 5: 0.8972 -0.0268 -0.2234 -0.1867 -0.2371

10.
# C46H110F7HfN7O16

A molecular structure, C46H110F7HfN7O16 (the ωB97M-V functional and the def2-TZVPD basis, the OMol25 dataset).

Geometry (Å):
Hf 17.45 -21.34 -17.05
F 15.98 -19.87 -18.01
F 18.66 -19.49 -16.52
F 16.04 -23.07 -16.35
F 19.23 -22.84 -17.39
C 23.14 -20.84 -18.94
O 22.76 -19.71 -18.18
C 22.24 -20.01 -16.91
C 21.91 -18.57 -16.29
N 20.96 -18.67 -15.13
C 20.76 -17.34 -14.51
C 19.50 -16.57 -14.91
O 19.25 -15.55 -13.94
C 20.04 -14.37 -14.03
H 22.48 -21.69 -18.78
H 24.13 -21.18 -18.63
H 23.18 -20.61 -20.01
H 22.98 -20.54 -16.30
H 21.36 -20.63 -17.00
H 21.44 -17.86 -16.98
H 22.87 -18.14 -16.02
H 20.09 -19.01 -15.52
H 21.59 -16.64 -14.62
H 20.72 -17.62 -13.45
H 18.67 -17.28 -14.88
H 19.63 -16.09 -15.88
H 21.05 -14.50 -13.63
H 19.48 -13.64 -13.45
H 20.12 -14.01 -15.06
C 19.74 -24.91 -12.31
O 19.39 -23.89 -13.23
C 20.05 -22.63 -13.13
C 19.79 -21.94 -14.52
N 18.32 -21.88 -14.76
C 17.85 -20.83 -13.85
C 16.29 -20.66 -13.88
O 15.95 -20.41 -15.21
C 14.52 -20.29 -15.15
H 19.27 -24.71 -11.35
H 20.83 -24.98 -12.20
H 19.37 -25.89 -12.62
H 21.12 -22.84 -13.08
H 19.75 -22.14 -12.20
H 20.36 -22.54 -15.22
H 20.25 -20.95 -14.55
H 18.12 -22.78 -14.36
H 18.33 -19.88 -14.05
H 17.95 -21.10 -12.79
H 16.13 -19.83 -13.19
H 15.85 -21.61 -13.57
H 14.18 -19.58 -14.39
H 14.05 -21.27 -15.05
H 14.19 -19.88 -16.11
C 23.69 -23.12 -14.60
O 23.05 -24.10 -15.34
C 22.94 -23.80 -16.75
C 21.96 -24.81 -17.32
N 21.35 -24.50 -18.67
C 20.79 -25.73 -19.25
C 20.14 -25.44 -20.58
O 19.24 -26.50 -20.94
C 18.76 -26.47 -22.26
H 23.68 -23.54 -13.60
H 23.14 -22.17 -14.57
H 24.73 -22.93 -14.86
H 23.87 -23.86 -17.32
H 22.53 -22.80 -16.84
H 21.16 -25.07 -16.63
H 22.45 -25.78 -17.40
H 20.59 -23.85 -18.52
H 20.04 -26.16 -18.59
H 21.59 -26.45 -19.39
H 20.98 -25.26 -21.25
H 19.67 -24.46 -20.43
H 18.03 -25.69 -22.41
H 18.38 -27.49 -22.37
H 19.51 -26.50 -23.05
C 13.22 -20.77 -24.52
O 13.33 -20.33 -23.17
C 13.13 -21.32 -22.17
C 13.40 -20.77 -20.78
N 12.42 -19.79 -20.50
C 12.74 -19.01 -19.30
C 11.93 -17.70 -19.35
O 12.17 -17.03 -20.56
C 11.36 -15.88 -20.62
H 13.74 -21.72 -24.61
H 13.56 -20.07 -25.28
H 12.23 -21.15 -24.78
H 13.79 -22.17 -22.37
H 12.14 -21.78 -22.20
H 14.37 -20.29 -20.73
H 13.22 -21.56 -20.05
H 12.42 -19.02 -21.16
H 13.82 -18.83 -19.34
H 12.52 -19.47 -18.34
H 12.15 -17.08 -18.49
H 10.89 -17.98 -19.25
H 10.30 -16.05 -20.49
H 11.47 -15.41 -21.60
H 11.59 -15.15 -19.84
C 13.13 -24.71 -20.47
O 14.21 -23.96 -19.84
C 15.47 -24.43 -20.16
C 16.62 -23.83 -19.27
N 16.57 -22.36 -19.16
C 17.02 -21.79 -20.39
C 18.50 -21.47 -20.31
O 18.63 -20.49 -19.23
C 19.59 -19.46 -19.58
H 12.17 -24.43 -20.04
H 13.23 -25.79 -20.31
H 13.01 -24.54 -21.54
H 15.68 -24.33 -21.23
H 15.49 -25.52 -20.03
H 17.53 -24.22 -19.73
H 16.57 -24.36 -18.32
H 15.58 -22.17 -19.23
H 16.59 -20.83 -20.67
H 16.93 -22.46 -21.24
H 18.86 -21.06 -21.26
H 19.13 -22.31 -20.03
H 20.45 -19.92 -20.07
H 19.96 -18.94 -18.70
H 19.23 -18.75 -20.32
C 12.40 -23.05 -17.04
O 11.09 -23.18 -16.65
C 10.46 -24.51 -16.82
C 8.98 -24.39 -16.96
N 8.24 -24.11 -15.72
C 6.77 -24.13 -15.90
C 5.98 -24.47 -14.58
O 4.61 -24.50 -15.00
C 3.78 -24.81 -13.92
H 13.05 -23.50 -16.29
H 12.62 -21.99 -16.99
H 12.54 -23.50 -18.03
H 10.79 -25.26 -16.09
H 10.79 -24.95 -17.76
H 8.60 -25.36 -17.29
H 8.81 -23.67 -17.75
H 8.50 -23.20 -15.37
H 6.49 -24.95 -16.56
H 6.50 -23.15 -16.30
H 6.19 -23.71 -13.83
H 6.36 -25.43 -14.24
H 3.97 -24.16 -13.07
H 3.98 -25.82 -13.54
H 2.72 -24.84 -14.19
C 17.77 -26.50 -15.58
O 16.95 -27.59 -15.14
C 17.66 -28.83 -14.97
C 16.74 -30.02 -15.22
N 15.76 -30.17 -14.10
C 16.48 -30.69 -12.95
C 15.43 -31.24 -11.89
O 15.28 -30.18 -10.99
C 14.46 -30.57 -9.94
H 18.49 -26.10 -14.87
H 17.05 -25.71 -15.81
H 18.33 -26.82 -16.46
H 18.25 -28.87 -14.05
H 18.37 -28.97 -15.78
H 17.41 -30.85 -15.42
H 16.22 -29.89 -16.17
H 15.47 -29.24 -13.82
H 17.20 -29.99 -12.54
H 17.13 -31.51 -13.26
H 15.92 -32.07 -11.37
H 14.47 -31.54 -12.30
H 15.02 -31.30 -9.34
H 13.49 -30.98 -10.22
H 14.32 -29.70 -9.30
C 15.22 -16.81 -15.78
C 15.75 -16.13 -17.01
O 16.54 -14.94 -16.72
C 15.87 -13.86 -16.25
O 14.64 -13.84 -16.08
C 16.76 -12.59 -16.08
F 16.37 -11.93 -15.00
F 18.06 -12.98 -15.92
F 16.63 -11.74 -17.14
H 16.14 -17.07 -15.26
H 14.78 -17.77 -16.08
H 14.57 -16.20 -15.15
H 15.05 -15.98 -17.82
H 16.43 -16.84 -17.48

Löwdin population analysis, charges in e, atoms 1 to 5: 2.0432 -0.4983 -0.4665 -0.5116 -0.4861

Q: Which M values were calculated for the entries above? A: 92.12; 85.13; 105.16; 187.22; 316.18; 754.42; 82.15; 210.30; 619.69; 1328.90, in g mol⁻¹.
Q: Which strongest force on any atom values were calculated for the entries above? A: 0.008; 0.081; 0.087; 0.153; 0.048; 0.017; 0.008; 0.091; 0.004; 0.073, in hartree/bohr.
Q: Which E values were calculated for the entries above? A: -8858.717; -7367.585; -9262.829; -18710.097; -55649.591; -69853.742; -6379.951; -35717.091; -65444.340; -113001.116, in eV.